No. 1
Here is a structure of composition C41H50AsBN9OW from the OMol25 dataset. Energies are from ωB97M-V/def2-TZVPD.

```
104
Properties=species:S:1:pos:R:3:forces:R:3:lowdin_charge:R:1
W 0.612273 -1.647668 1.023424 -0.4 0.0 -0.3 1.684
C 1.177201 0.517982 4.118302 0.0 0.0 0.0 -0.007
C -0.193750 0.220718 3.616483 0.0 0.0 0.0 -0.320
C -1.373173 0.673078 4.192747 0.0 0.0 -0.1 0.016
C -2.390642 0.140929 3.426924 0.1 0.0 0.0 -0.006
N -1.850661 -0.578730 2.440630 0.0 -0.1 0.0 0.030
N -0.487180 -0.539827 2.537990 0.0 0.1 -0.1 -0.072
B -2.579478 -1.712623 1.659380 0.0 0.0 0.0 -0.643
N -2.260544 -1.643574 0.131331 -0.1 0.0 0.2 0.041
C -3.095174 -1.853199 -0.889411 0.1 0.0 0.0 -0.008
C -2.353245 -2.183056 -2.009191 0.0 0.0 0.1 0.018
C -1.026069 -2.185255 -1.599548 0.0 -0.1 0.0 -0.296
C 0.158266 -2.593247 -2.400999 0.1 -0.1 0.0 -0.007
N -0.982662 -1.842984 -0.293044 0.0 0.1 -0.1 -0.079
N -1.940112 -3.046241 2.158198 -0.1 0.0 -0.1 0.048
C -2.461882 -4.197412 2.604073 0.0 0.0 0.0 -0.016
C -1.444365 -5.090931 2.852899 0.0 0.1 -0.1 0.023
C -0.275613 -4.419023 2.505856 0.0 0.0 0.1 -0.302
C 1.122622 -4.924076 2.583880 0.0 0.0 0.0 -0.011
N -0.581597 -3.187425 2.074319 0.2 0.1 0.1 -0.052
N -4.053824 -1.538240 1.861717 -0.1 0.0 -0.2 -0.024
C -5.028624 -2.143221 2.589789 0.0 0.1 0.2 -0.059
C -6.179585 -1.419384 2.442168 0.1 -0.1 0.0 0.000
C -5.833781 -0.353496 1.584654 0.0 0.0 0.0 -0.342
C -6.708233 0.748101 1.083108 0.0 0.0 0.0 -0.022
N -4.559669 -0.424530 1.244447 0.1 0.0 0.0 0.107
H 1.091400 0.980055 5.099276 0.0 0.0 0.0 0.098
H 1.719394 1.204021 3.466239 0.0 0.0 0.0 0.075
H 1.771607 -0.387925 4.230812 0.0 0.0 0.0 0.081
H -1.467435 1.297553 5.062619 0.0 0.0 0.0 0.124
H -3.458857 0.220511 3.524464 -0.1 0.0 0.0 0.137
H -4.156508 -1.754553 -0.748508 0.0 0.0 0.0 0.133
H -2.722455 -2.418368 -2.991072 0.0 0.0 0.0 0.126
H -0.038536 -2.404954 -3.454776 0.0 0.0 0.0 0.092
H 0.334371 -3.661666 -2.264760 0.0 0.0 0.0 0.105
H 1.066702 -2.068051 -2.115486 -0.1 -0.1 0.0 0.046
H -3.520236 -4.329710 2.720321 0.0 0.0 0.0 0.116
H -1.531845 -6.090269 3.236694 0.0 -0.1 0.0 0.122
H 1.144382 -5.853430 3.147726 0.0 0.0 0.0 0.096
H 1.777409 -4.209832 3.089344 0.0 0.0 0.0 0.083
H 1.521845 -5.119508 1.589684 0.0 0.0 0.0 0.073
H -4.855686 -3.010624 3.198164 0.0 0.0 0.0 0.106
H -7.136582 -1.622039 2.887095 -0.1 0.0 0.0 0.112
H -7.724360 0.629291 1.452186 0.0 0.0 0.0 0.082
H -6.739446 0.755509 -0.005670 0.0 0.0 0.0 0.080
H -6.337379 1.718264 1.412050 0.0 0.0 0.0 0.080
C 0.635223 -0.743690 -6.872116 0.0 0.0 0.0 -0.022
C 0.598446 -0.301541 -5.440355 0.0 0.0 0.0 -0.234
C 1.728569 -0.399649 -4.631181 0.1 0.0 0.1 0.008
C 1.724526 -0.014318 -3.300671 -0.1 0.1 -0.1 -0.307
C 2.995814 -0.118406 -2.509705 0.0 0.0 0.0 -0.031
C 0.525911 0.503638 -2.778551 -0.1 -0.1 -0.1 -0.323
As 0.357070 1.117663 -0.978840 0.2 0.0 0.2 1.477
N 1.330591 0.064407 0.151523 -0.2 -0.1 0.1 -0.342
C 2.488810 0.419775 0.894185 0.0 0.0 -0.2 -0.369
C 3.255432 1.573361 0.759524 0.0 0.0 -0.1 -0.023
C 4.427609 1.714254 1.490817 0.0 0.0 0.0 -0.035
C 4.868446 0.720935 2.354014 -0.1 -0.1 0.0 -0.048
C 4.106054 -0.427940 2.515174 0.0 0.1 0.0 -0.054
C 2.927100 -0.549987 1.803264 0.0 -0.1 0.0 -0.146
C 0.753566 2.965551 -0.718852 0.0 0.1 0.0 -0.282
C 0.488128 3.496001 0.554398 0.0 0.1 0.0 -0.279
C -0.311372 2.788129 1.608771 -0.1 -0.1 0.0 -0.047
C 0.949860 4.770996 0.854887 0.0 -0.1 0.0 0.008
C 1.628260 5.538731 -0.079053 0.0 0.0 0.0 -0.227
C 2.118599 6.915163 0.247496 0.0 0.0 0.0 -0.023
C 1.804837 5.014171 -1.359579 0.0 0.0 0.0 0.008
C 1.367799 3.751974 -1.723895 0.0 0.1 0.0 -0.247
C 1.588176 3.326205 -3.151666 -0.1 0.0 -0.1 -0.021
C -0.630852 0.628232 -3.565630 0.1 0.0 0.0 -0.300
C -1.917421 1.241023 -3.081821 0.0 0.0 0.1 -0.047
C -0.566223 0.218736 -4.891397 0.0 0.0 0.0 0.006
H 1.648302 -0.971441 -7.194838 0.0 0.0 0.0 0.085
H 0.228705 0.026619 -7.526779 0.0 0.0 0.0 0.095
H 0.026302 -1.639296 -7.008579 0.0 0.0 0.0 0.096
H 2.648794 -0.780332 -5.057665 0.0 0.0 0.0 0.130
H 3.832492 -0.332587 -3.171742 0.0 0.0 0.0 0.098
H 2.943268 -0.911289 -1.762543 0.0 0.0 0.0 0.058
H 3.221135 0.809790 -1.981785 0.0 0.0 0.1 0.071
H 2.951883 2.358798 0.082916 0.1 0.0 0.0 0.096
H 5.012094 2.615390 1.370495 0.0 0.0 0.0 0.121
H 5.793197 0.837882 2.899123 0.0 0.0 0.0 0.119
H 4.416191 -1.205855 3.199392 0.0 0.0 0.0 0.126
H 2.366747 -1.489160 2.022454 0.4 0.0 0.2 0.060
H -0.535443 1.745437 1.376863 0.0 0.0 0.0 0.024
H -1.269938 3.295281 1.736466 0.0 0.0 0.0 0.109
H 0.204346 2.823190 2.566855 0.0 0.0 0.0 0.086
H 0.756477 5.177684 1.840003 0.0 0.0 0.0 0.133
H 2.020380 7.135001 1.307585 0.0 0.0 0.0 0.085
H 1.547775 7.659633 -0.309226 0.0 0.0 0.0 0.100
H 3.163614 7.031936 -0.038276 0.0 0.0 0.0 0.094
H 2.293063 5.623704 -2.110116 0.0 0.0 0.0 0.132
H 1.900326 4.190246 -3.733326 0.0 0.0 0.0 0.092
H 0.681721 2.927314 -3.609372 0.1 0.1 0.0 0.081
H 2.366634 2.567912 -3.243946 0.0 0.0 0.0 0.081
H -1.929074 1.476436 -2.014407 0.0 0.0 0.0 0.045
H -2.756713 0.570531 -3.262997 0.0 0.0 0.0 0.088
H -2.114638 2.167707 -3.623181 0.0 0.0 0.0 0.100
H -1.446846 0.323737 -5.514684 0.0 0.0 0.0 0.138
C 2.989709 -3.395085 0.106955 0.0 -0.1 0.0 -0.131
O 1.631288 -2.979672 0.168396 -0.1 0.1 0.0 -0.440
H 3.599075 -2.613802 -0.351233 0.0 0.0 0.0 0.080
H 3.042386 -4.301157 -0.497354 0.0 0.0 0.0 0.098
H 3.375502 -3.608903 1.107276 0.0 0.0 -0.1 0.082
```
Positions in Å, forces in eV/Å.

Computed properties:
⟨S²⟩ ... 3.7657
HOMO-LUMO gap (alpha / beta) ... 7.6 / 5.9 eV
ΔE to the lowest compared entry with this formula, charge and spin ... 0.000 eV
Multiplicity ... 4
F_max ... 0.5 eV/A
Highest occupied orbital energy (alpha / beta) ... -13.29 / -13.56 eV
Charge ... +2

No. 2
Here is a cluster of 2 separate species, C4H8NO in total at a distorted geometry from the OMol25 dataset. Energies are from ωB97M-V/def2-TZVPD.

```
14
Properties=species:S:1:pos:R:3:forces:R:3:lowdin_charge:R:1
C 0.789747 -2.485168 -0.708295 -1.0 -1.5 -1.9 0.236
C 0.772346 -1.326123 -0.396025 0.0 -1.8 0.3 -0.065
C 2.187753 0.597612 0.208228 -0.1 -1.2 -0.9 0.021
C 0.817078 -0.036708 0.077275 -0.5 1.3 -0.6 -0.310
N -0.304864 0.623838 0.145492 0.4 2.8 2.2 0.235
O -2.944772 -0.075462 0.503047 -2.6 -2.0 1.9 -0.089
H 0.538047 -3.425455 -1.280294 0.8 1.3 1.4 0.110
H 2.219661 1.390392 -0.615313 0.6 -1.1 1.2 0.142
H 2.908534 -0.280248 0.160956 -0.6 1.5 -0.7 0.123
H 2.385225 0.961980 1.195460 -0.3 0.9 0.5 0.088
H -3.748918 -0.612685 0.957967 3.0 1.8 -1.4 0.173
H -1.324330 0.309873 0.216445 1.3 -0.5 -0.2 0.104
H -0.171859 1.607376 0.553603 -0.5 -1.7 -1.0 0.189
H -3.316538 0.154604 -0.339560 -0.5 0.3 -0.8 0.043
```
Positions in Å, forces in eV/Å.

Computed properties:
HOMO-LUMO gap ... 10.2 eV
ΔE to the lowest compared entry with this formula, charge and spin ... 2.110 eV
F_max ... 3.8 eV/A
Highest occupied orbital energy ... -15.46 eV
Charge ... +1

No. 3
Here is a structure of composition C28H53Br18F7N3O3S at a distorted geometry from the OMol25 dataset. Energies are from ωB97M-V/def2-TZVPD.

```
113
Properties=species:S:1:pos:R:3:forces:R:3:lowdin_charge:R:1
C -1.749390 0.073555 1.647977 0.0 -0.4 -0.1 -0.091
O -0.809830 0.278853 0.609959 0.1 0.3 0.2 -0.250
C -0.977996 1.517578 -0.038569 0.0 -0.4 -1.0 -0.256
C -2.033478 1.410811 -1.154115 -0.8 1.1 1.2 -0.238
C -2.978484 2.626426 -1.169435 0.1 -0.2 -0.9 -0.191
C -4.401003 2.230196 -1.563700 0.6 0.4 0.3 -0.196
C -5.377885 3.390428 -1.459064 -0.5 -0.1 -1.3 -0.175
N -6.109002 3.590555 -0.145606 1.1 -0.1 -0.1 -0.102
C -5.889482 4.843876 0.407421 -0.6 0.0 0.4 -0.379
N -6.852131 5.795878 0.161456 0.6 0.2 0.1 0.202
N -4.763956 5.115130 1.099139 -0.2 0.1 -0.8 0.237
S -5.904151 2.511930 1.131349 1.0 0.0 2.7 0.772
O -4.563457 2.205681 1.510754 0.1 -0.5 -1.1 -0.214
O -6.651135 3.147654 2.184198 -0.7 0.2 -0.7 -0.236
C -6.778249 0.895338 0.754238 -0.4 -0.8 0.3 -0.427
F -5.882686 -0.055492 0.438706 -0.2 0.8 -0.1 0.146
F -7.315707 0.563119 1.941801 0.4 0.3 -0.5 0.148
C -7.927486 0.954261 -0.288207 -0.2 -0.9 0.0 -0.374
F -7.607397 1.709404 -1.345480 0.1 0.1 0.0 0.160
F -9.021930 1.445198 0.303335 0.2 0.3 0.0 0.175
C -8.284022 -0.470899 -0.827987 -0.7 0.1 -0.8 -0.528
F -8.420186 -1.352754 0.157786 0.4 0.2 -0.3 0.196
F -7.385495 -0.876728 -1.732625 -0.2 0.0 0.7 0.191
F -9.466679 -0.347625 -1.458619 0.4 -0.1 0.3 0.179
H -2.389172 0.937431 1.795675 -0.1 0.2 0.1 0.066
H -1.220348 -0.145939 2.569048 0.1 0.0 0.2 0.083
H -2.384424 -0.779544 1.414131 -0.1 -0.1 -0.1 0.086
H -0.029295 1.782389 -0.492226 0.3 0.0 0.1 0.067
H -1.246449 2.319399 0.647303 0.0 0.0 0.4 0.107
H -2.654146 0.534345 -0.964002 0.2 0.1 0.1 0.015
H -1.568855 1.306531 -2.119173 0.1 -0.2 -0.3 0.064
H -2.649704 3.281315 -1.976892 0.1 0.4 0.1 0.120
H -2.945726 3.208564 -0.252217 0.0 -0.1 0.4 0.080
H -4.715502 1.314604 -1.070690 -0.2 0.0 0.2 0.099
H -4.340340 1.999619 -2.621116 -0.3 -0.2 -0.3 0.068
H -4.836252 4.303418 -1.698635 0.1 0.2 0.2 0.125
H -6.123130 3.302778 -2.242359 -0.3 0.0 0.3 0.032
H -7.288683 6.125938 1.028935 -0.6 -0.3 -0.2 0.154
H -6.329010 6.604534 -0.183645 -0.1 0.3 0.4 0.130
H -4.757330 5.216025 2.103797 -0.2 1.0 0.0 0.157
H -3.889809 5.119048 0.593641 0.4 -1.2 0.3 0.139
Br 1.798188 1.670891 2.234083 0.0 0.1 0.0 0.641
C 2.213728 -0.225993 2.088217 -0.2 0.1 0.2 -0.675
C 3.665639 -0.497968 2.362337 -0.1 0.0 -0.3 -0.714
Br 4.736020 0.033018 0.828469 0.2 0.1 0.0 0.603
H 1.912797 -0.532780 1.091756 0.0 0.0 0.0 0.048
H 1.580149 -0.716834 2.823880 0.0 0.0 0.0 0.060
H 3.841812 -1.560002 2.493385 0.0 -0.1 0.0 -0.013
H 4.049332 0.035842 3.225046 0.0 0.0 0.0 0.049
Br 6.262217 -2.866588 2.374818 0.1 -0.2 0.0 0.621
C 7.082316 -2.646679 4.123968 0.0 -0.1 -0.2 -0.716
C 6.318459 -3.376051 5.192001 0.0 0.1 0.2 -0.707
Br 4.681582 -2.435352 5.682183 0.0 0.0 0.0 0.621
H 7.151427 -1.579690 4.305345 0.0 0.0 0.0 0.049
H 8.082541 -3.058167 4.026194 0.0 0.0 0.0 -0.008
H 6.904981 -3.432594 6.107099 0.0 0.0 0.0 0.058
H 6.025417 -4.373044 4.883973 0.0 0.0 -0.1 0.015
Br 2.520890 1.567157 -2.017059 -0.1 0.0 -0.1 0.610
C 4.106889 0.930862 -2.942640 0.0 0.0 0.2 -0.685
C 4.974811 2.065672 -3.412062 0.0 0.0 -0.2 -0.712
Br 4.240198 2.935490 -4.992142 0.0 0.0 0.1 0.607
H 3.763959 0.297741 -3.753987 0.0 0.0 -0.1 0.047
H 4.640050 0.326573 -2.210541 0.0 0.0 0.0 0.024
H 5.950487 1.692951 -3.715274 0.0 0.0 0.0 0.033
H 5.100522 2.835349 -2.658573 0.0 0.0 0.1 0.047
Br -5.610004 3.373885 -4.796413 0.0 0.1 -0.2 0.719
C -4.920558 2.608370 -6.449850 -0.1 -0.1 0.0 -0.654
C -4.351010 1.236792 -6.210520 0.3 0.0 0.0 -0.676
Br -2.621853 1.328494 -5.319327 -0.1 0.0 0.1 0.661
H -4.190136 3.310724 -6.835795 0.1 0.0 0.0 0.056
H -5.769832 2.561068 -7.126916 0.0 0.0 0.0 0.065
H -4.169469 0.731284 -7.155784 0.0 0.0 0.0 0.065
H -4.991223 0.621232 -5.587717 -0.1 0.0 0.0 0.052
Br 8.302005 2.052172 -1.334702 0.0 0.0 0.0 0.611
C 9.113857 2.212015 -3.096069 -0.3 0.0 0.1 -0.694
C 9.288812 0.867943 -3.750795 0.3 0.0 -0.1 -0.707
Br 10.781428 -0.115695 -2.987039 -0.1 0.0 0.0 0.614
H 10.051983 2.738998 -2.961859 0.0 0.0 0.0 0.051
H 8.431783 2.831713 -3.675074 0.0 0.0 0.0 0.053
H 9.529114 0.987494 -4.804716 0.0 0.0 0.0 0.059
H 8.412831 0.235796 -3.647894 0.0 0.0 0.0 0.044
Br -13.511816 -2.086634 0.305132 0.0 0.0 0.1 0.623
C -12.561101 -0.589944 1.099683 -0.1 -0.1 -0.2 -0.697
C -11.203539 -1.001005 1.603338 0.0 0.1 0.3 -0.734
Br -11.319821 -1.992924 3.270890 0.0 0.0 -0.1 0.637
H -13.195539 -0.192502 1.884395 0.0 0.0 0.0 0.052
H -12.463946 0.145152 0.303330 0.0 0.0 0.0 0.054
H -10.601622 -0.124293 1.833564 0.0 0.0 0.0 0.042
H -10.674527 -1.632257 0.901820 -0.1 -0.1 -0.1 0.026
Br 9.580323 -1.339769 1.465988 0.1 0.0 0.1 0.614
C 11.321833 -1.383575 2.335664 -0.1 -0.1 -0.2 -0.683
C 11.335158 -2.286581 3.540022 0.1 0.1 0.1 -0.677
Br 10.457862 -1.463740 5.072250 0.0 0.0 0.0 0.633
H 11.577072 -0.358114 2.579712 0.0 0.0 0.1 0.051
H 12.007623 -1.756551 1.578493 0.0 0.0 0.0 0.059
H 12.356343 -2.471731 3.864178 0.0 0.0 0.0 0.058
H 10.835799 -3.233411 3.360432 0.0 0.0 0.0 0.045
Br 8.254455 -6.160168 3.660786 0.0 0.0 0.0 0.651
C 7.976291 -7.632383 4.902586 -0.1 0.1 -0.1 -0.677
C 7.453527 -7.146780 6.227807 0.2 -0.1 0.2 -0.694
Br 8.848552 -6.305696 7.290065 -0.1 0.1 -0.1 0.615
H 8.924373 -8.151637 4.988510 0.0 0.0 0.1 0.051
H 7.248713 -8.283060 4.423254 0.0 0.0 0.0 0.059
H 7.096082 -7.982261 6.824852 0.0 0.0 0.0 0.060
H 6.660395 -6.414867 6.120371 0.0 0.0 0.0 0.035
Br -1.752805 -1.459971 -2.029627 0.2 -0.7 -0.5 0.794
C -1.787847 -2.472390 -3.694682 -0.1 -0.1 0.3 -0.668
C -0.588397 -3.372374 -3.823109 0.1 0.1 -0.2 -0.692
Br 1.006532 -2.358892 -4.285595 0.0 0.0 0.1 0.612
H -1.853933 -1.746364 -4.497920 0.0 0.0 0.0 0.020
H -2.703509 -3.059194 -3.660350 0.0 -0.1 0.0 0.058
H -0.728267 -4.082141 -4.635071 0.0 0.0 0.0 0.059
H -0.367012 -3.908860 -2.907061 0.0 0.0 0.0 0.051
```
Positions in Å, forces in eV/Å.

Computed properties:
HOMO-LUMO gap ... 4.4 eV
F_max ... 2.9 eV/A
Highest occupied orbital energy ... -10.66 eV
Charge ... +1

What is the formula in the first record? C41H50AsBN9OW